1.
C47H47IrN3O3P2S | ωB97M-V/def2-TZVPD

Each line ends with the Löwdin spin population.
Cartesian coordinates (Å):
Ir  -0.0388  1.6719  0.1427  2.10
O  1.3722  -0.2838  -0.8451  0.14
S  2.5464  -0.9030  -0.0958  0.02
C  3.2080  -2.1327  -1.1927  0.01
C  4.5832  -2.2336  -1.2931  0.00
C  5.1295  -3.2239  -2.1080  0.00
C  4.3004  -4.0910  -2.7982  0.00
C  2.9159  -3.9801  -2.6945  0.02
C  2.3542  -2.9925  -1.8949  0.06
P  0.5609  -2.8979  -1.7972  0.46
C  -0.1486  -4.5050  -1.5867  0.07
C  -0.6435  -5.2333  -2.6803  0.03
C  -1.1185  -6.5175  -2.4774  0.00
C  -1.1200  -7.0654  -1.1978  0.03
C  -0.6378  -6.3418  -0.1136  0.00
C  -0.1506  -5.0599  -0.3028  0.03
C  -0.1274  -2.1043  -3.2083  0.05
C  0.6856  -1.3830  -4.0942  0.04
C  0.1128  -0.7505  -5.1843  0.00
C  -1.2661  -0.8128  -5.3821  0.05
C  -2.0797  -1.5068  -4.4910  0.00
C  -1.5176  -2.1527  -3.4011  0.04
C  1.8321  -1.9432  1.1758  0.02
C  2.6473  -2.9902  1.6110  0.01
C  2.2473  -3.7976  2.6582  0.00
C  1.0456  -3.5338  3.3004  0.01
C  0.2593  -2.4743  2.8822  0.00
C  0.6048  -1.6582  1.7937  0.04
P  -0.5173  -0.1950  1.5817  0.14
C  -0.4077  0.4539  3.2725  0.02
C  -1.4899  0.4012  4.1439  0.01
C  -1.3600  0.8964  5.4375  0.00
C  -0.1536  1.4333  5.8595  0.01
C  0.9321  1.4826  4.9896  0.00
C  0.8046  0.9965  3.6997  0.02
C  -2.2055  -0.8144  1.3517  0.02
C  -2.6074  -2.1487  1.4292  0.01
C  -3.9421  -2.4919  1.2626  0.00
C  -4.8905  -1.5080  1.0232  0.01
C  -4.4983  -0.1801  0.9267  0.00
C  -3.1630  0.1652  1.0734  0.01
H  5.2248  -1.5505  -0.7494  0.00
H  6.2038  -3.3142  -2.1978  0.00
H  4.7259  -4.8660  -3.4217  0.00
H  2.2813  -4.6708  -3.2368  0.00
H  -0.6497  -4.8087  -3.6768  0.00
H  -1.4877  -7.0933  -3.3156  0.00
H  -1.4999  -8.0676  -1.0479  0.00
H  -0.6406  -6.7798  0.8760  0.00
H  0.2366  -4.4951  0.5345  0.00
H  1.7592  -1.3526  -3.9520  0.00
H  0.7384  -0.2261  -5.8954  0.00
H  -1.7059  -0.3305  -6.2466  0.00
H  -3.1475  -1.5590  -4.6570  0.00
H  -2.1498  -2.6968  -2.7099  0.00
H  3.6010  -3.1813  1.1333  0.00
H  2.8809  -4.6122  2.9836  0.00
H  0.7345  -4.1336  4.1462  0.00
H  -0.6267  -2.2363  3.4561  0.00
H  -2.4373  -0.0111  3.8179  0.00
H  -2.2030  0.8562  6.1148  0.00
H  -0.0548  1.8122  6.8683  0.00
H  1.8742  1.8956  5.3253  0.00
H  1.6538  1.0453  3.0235  0.01
H  -1.8934  -2.9396  1.6020  0.00
H  -4.2408  -3.5300  1.3288  0.00
H  -5.9321  -1.7773  0.9079  0.00
H  -5.2317  0.5909  0.7308  0.00
H  -2.8767  1.2068  0.9806  0.00
C  -4.0342  4.3338  -1.7664  0.00
O  -3.0100  3.6687  -2.5600  0.00
C  -2.1575  2.9328  -1.8859  0.01
O  -2.1552  2.7530  -0.6807  0.06
N  -1.2162  2.3807  -2.7131  0.01
N  -0.3508  1.4413  -2.1338  0.09
H  -4.5619  4.9677  -2.4679  0.00
H  -3.5647  4.9196  -0.9817  0.00
H  -4.7011  3.5904  -1.3389  0.00
H  -1.3956  2.3389  -3.7058  0.00
H  0.5519  1.4755  -2.5939  0.00
H  -0.7219  0.4982  -2.2560  0.01
C  3.0498  6.1898  0.6511  0.00
N  2.7985  4.9040  -0.0807  0.00
C  3.2235  3.7359  0.7504  0.01
C  1.3570  4.7625  -0.5826  0.03
C  0.3602  4.7375  0.5328  0.05
C  -0.0832  5.9623  1.0364  0.01
C  -0.9444  6.0210  2.1183  0.02
C  -1.3662  4.8352  2.7015  0.00
C  -0.9655  3.6135  2.1745  0.04
C  -0.1044  3.5259  1.0760  0.15
H  4.1154  6.2540  0.8547  0.00
H  2.4816  6.1722  1.5752  0.00
H  2.7330  7.0160  0.0206  0.00
H  3.3886  4.9252  -0.9119  0.00
H  2.6530  3.7582  1.6749  0.00
H  4.2884  3.8262  0.9488  0.00
H  3.0014  2.8241  0.2011  0.01
H  1.3499  3.8303  -1.1485  0.02
H  1.2128  5.6020  -1.2618  0.00
H  0.2463  6.8862  0.5719  0.00
H  -1.2812  6.9762  2.4976  0.00
H  -2.0387  4.8570  3.5500  0.00
H  -1.3538  2.7156  2.6350  0.01

Summary:
* HOMO energy (alpha / beta): -14.2 / -15.2 eV
* Kohn-Sham gap (alpha / beta): 7.026 / 5.379 eV
* <S²>: 6.019
* LUMO (alpha / beta): -7.2 / -9.8 eV
* multiplicity: 5
* total charge: +3


2.
C16H22N2O6 | ωB97M-V/def2-TZVPD

Each line ends with the natural charge from an NBO analysis.
Cartesian coordinates (Å):
C  -2.4840  -0.3138  -3.3806  -0.54
C  -2.9748  0.6297  -2.4586  0.16
O  -3.4167  0.1278  -1.2216  -0.49
C  -3.2889  1.0906  -0.1885  0.77
O  -4.3086  1.6071  0.1781  -0.49
C  -1.9242  1.4773  0.4445  -0.16
C  -1.7981  2.5919  1.4267  0.22
N  -2.9133  3.3629  1.8864  -0.80
C  -0.4459  2.8978  1.9871  0.19
C  -0.1651  4.0201  3.0634  0.69
O  0.8816  3.8907  3.7438  -0.73
O  -0.9410  5.0100  3.2505  -0.67
N  0.6608  2.2007  1.5970  -0.45
C  0.6416  1.1393  0.6861  0.27
C  2.0122  0.4476  0.4132  -0.46
C  2.3270  0.1807  -1.1028  -0.41
C  3.5093  -0.8540  -1.3528  -0.42
C  3.4237  -2.1819  -0.5044  -0.07
O  2.0637  -2.6080  -0.3299  -0.57
C  1.8633  -3.2206  0.9521  -0.26
C  -0.6424  0.7648  0.1191  0.28
O  -0.7333  -0.3122  -0.7669  -0.54
C  -1.0559  -1.4651  0.0869  -0.06
C  -1.2852  -2.7745  -0.7352  -0.66
H  -3.0395  -0.6171  -4.3015  0.23
H  -1.4934  -0.7866  -3.1593  0.22
H  -3.0134  1.7061  -2.7598  0.20
H  -3.2627  4.0084  1.1789  0.40
H  -3.6191  2.6875  2.1814  0.39
H  1.5613  2.4559  2.0280  0.47
H  2.8181  1.1460  0.7943  0.22
H  2.0658  -0.4632  1.0640  0.24
H  2.6497  1.1591  -1.5705  0.21
H  1.4573  -0.1748  -1.7063  0.24
H  4.5189  -0.3671  -1.2433  0.22
H  3.4402  -1.1621  -2.4394  0.22
H  3.8809  -2.0049  0.5133  0.17
H  3.9729  -3.0047  -1.0553  0.19
H  2.1218  -2.5521  1.8218  0.17
H  2.4720  -4.1672  1.0033  0.19
H  0.7577  -3.4226  1.0330  0.20
H  -0.2251  -1.5348  0.8430  0.18
H  -1.9967  -1.2277  0.6691  0.18
H  -1.8506  -3.4794  -0.0547  0.22
H  -0.3132  -3.2809  -0.9826  0.23
H  -1.9085  -2.6263  -1.6509  0.24

Summary:
* HOMO energy: -8.0 eV
* Kohn-Sham gap: 5.996 eV
* LUMO: -2.0 eV
* relative energy (zero: lowest compared OMol25 entry of this formula, charge and spin): 8.563 eV


3.
C6H14N2O | ωB97M-V/def2-TZVPD

Each line ends with the natural charge from an NBO analysis.
Cartesian coordinates (Å):
C  -1.7644  -0.0074  0.0668  -0.31
C  -1.7288  -1.4506  0.5857  -0.59
C  -2.1332  0.9933  1.1689  -0.59
C  -0.4862  0.3535  -0.5983  0.52
N  -0.0179  0.6051  -1.6715  -0.46
H  -2.5175  0.0556  -0.7255  0.23
H  -1.4344  0.9330  2.0018  0.20
H  -2.7124  -1.7304  0.9641  0.21
H  -1.4543  -2.1445  -0.2083  0.22
H  -1.0103  -1.5573  1.3963  0.20
H  -3.1336  0.7733  1.5446  0.21
H  -2.1254  2.0172  0.7900  0.22
C  1.9404  0.8434  -1.5817  -0.06
C  2.5353  -0.5102  -1.7785  -0.67
N  1.1981  0.1232  1.8156  -0.50
O  0.9030  0.3806  0.4890  -0.58
H  0.7765  0.8196  2.4255  0.32
H  0.8961  -0.8109  2.0803  0.32
H  2.3607  1.4288  -0.7752  0.22
H  1.8026  1.4250  -2.4830  0.19
H  1.9546  -1.0969  -2.4899  0.22
H  2.6008  -1.0519  -0.8366  0.23
H  3.5503  -0.3916  -2.1802  0.22

Summary:
* HOMO energy: -8.0 eV
* Kohn-Sham gap: 8.903 eV
* LUMO: 0.9 eV
* relative energy (zero: lowest compared OMol25 entry of this formula, charge and spin): 5.915 eV


DFT total energy across the listed records, respectively: -3393.428796; -1183.576500; -421.582918 Ha.